Entry from the OMol25 dataset: an isolated molecule of C22H27N3O4 (ωB97M-V with the def2-TZVPD basis set).

The energy above the lowest of the compared OMol25 structures with the same formula, charge and spin is 1.255 eV. As for the largest force on an atom: 0.80 eV/Å. For the energy, the calculation gives -35914.435 eV. The SMILES is CCOC(=O)N1CCC(NC(=O)Cn2cccc2C(=O)c2ccccc2C)CC1. As for the total charge: 0. The calculation puts the HOMO energy at -9.05 eV.

```
56
Properties=species:S:1:pos:R:3:forces:R:3:mulliken_charge:R:1
O 2.91167 -2.05940 1.13787 -0.258 0.039 -0.186 -0.428
O -3.31233 -2.63725 -2.00747 -0.218 -0.372 0.090 -0.678
O -0.83637 1.21572 -1.62362 -0.022 0.263 0.168 -0.876
O 3.96212 -1.27181 -0.70648 0.461 0.084 -0.018 -0.687
N -3.29571 0.09593 -0.41731 -0.024 0.235 0.170 0.108
N 1.72345 -1.59675 -0.71270 -0.098 -0.015 0.049 0.292
N -1.39981 -1.44562 -2.27253 0.596 0.112 -0.186 0.053
C -2.15939 4.02371 0.48303 -0.053 0.017 0.084 -1.471
C -0.47668 -2.56263 -2.30002 -0.044 -0.553 -0.041 -0.357
C -2.71208 -1.58527 -2.05822 -0.238 0.729 -0.092 0.772
C -0.20887 -3.07692 -0.87809 -0.083 0.270 -0.041 -1.184
C -2.29210 0.81480 0.19697 -0.034 0.039 0.438 -0.014
C -3.41564 -0.22852 -1.81542 0.006 -0.478 -0.639 -1.115
C -4.15475 -0.33631 0.52096 -0.155 -0.057 0.280 -0.325
C 1.28702 3.85633 2.04675 0.027 0.014 0.025 -0.672
C 0.02284 4.29336 1.69067 0.016 -0.011 0.013 -0.850
C -0.80137 3.52589 0.87939 0.005 -0.100 -0.034 1.180
C -0.32620 2.29301 0.42684 0.291 0.240 -0.026 -0.062
C 0.50448 -2.00753 -0.05244 -0.203 -0.341 0.249 0.133
C 2.94793 -1.61455 -0.14327 -0.073 -0.031 0.139 0.803
C -3.73278 0.09106 1.76460 -0.145 -0.091 0.000 -1.264
C 4.15503 -2.02901 1.83358 0.493 0.111 0.113 -0.356
C 0.95457 1.86829 0.75938 -0.110 -0.007 -0.031 -0.672
C -2.56538 0.81877 1.56675 0.173 -0.009 -0.405 -0.381
C -1.15961 1.41937 -0.45359 0.125 -0.062 -0.098 1.332
C 1.75767 2.64335 1.57599 0.077 -0.028 0.025 -0.687
C 0.84266 -2.13255 -2.94099 -0.141 0.127 0.174 -1.121
C 1.57229 -1.10948 -2.06883 0.264 0.025 -0.352 -0.636
C 4.46596 -0.63567 2.36250 -0.207 -0.295 -0.216 -1.110
H 1.02597 -0.15898 -2.05243 0.107 -0.031 -0.019 0.056
H -0.94868 -3.36134 -2.88462 0.123 0.119 0.071 0.437
H 0.65943 -1.69913 -3.92462 0.005 -0.021 -0.064 0.388
H -2.93479 3.52546 1.06501 -0.093 0.029 -0.030 0.294
H -0.33176 5.25082 2.04477 -0.041 0.099 0.012 0.408
H 5.37936 -0.66301 2.94985 0.106 0.035 0.087 0.441
H 4.60292 0.04837 1.52847 0.045 0.073 -0.031 0.297
H -4.21992 -0.10507 2.69859 -0.117 -0.060 0.146 0.499
H 1.47099 -3.01538 -3.06558 0.023 -0.015 -0.020 0.466
H 0.41181 -3.97179 -0.93520 0.032 -0.067 0.036 0.431
H 2.74843 2.30256 1.83514 0.095 -0.035 0.029 0.451
H -2.96180 0.55582 -2.42217 -0.118 -0.052 0.131 0.432
H -1.00833 -0.50826 -2.23195 -0.274 -0.056 0.004 0.256
H -4.47354 -0.33566 -2.06467 0.167 -0.008 0.044 0.505
H 3.64936 -0.27975 2.98714 -0.039 0.044 0.100 0.272
H -5.01222 -0.92346 0.25525 -0.127 -0.113 -0.132 0.477
H -1.15413 -3.34048 -0.40276 -0.025 -0.043 -0.004 0.508
H -0.15279 -1.13636 0.06879 0.006 -0.063 0.064 -0.376
H 1.31998 0.92419 0.38344 0.042 -0.151 -0.081 0.447
H -1.96158 1.28807 2.31849 0.138 0.120 0.096 0.655
H 2.57352 -0.91945 -2.45922 -0.190 0.045 0.024 0.544
H -2.35077 3.82455 -0.56981 -0.095 0.038 -0.067 0.305
H 0.75255 -2.39042 0.93624 -0.120 0.111 -0.109 0.511
H -2.23755 5.09429 0.65577 -0.026 0.062 -0.029 0.485
H 4.95066 -2.36111 1.15892 -0.130 -0.025 0.158 0.332
H 4.03585 -2.74423 2.65037 0.025 0.058 -0.117 0.343
H 1.90841 4.46942 2.68247 0.054 0.052 0.050 0.405
```
Positions in Å, forces in eV/Å.


Entry from the OMol25 dataset: an isolated molecule of C5H7N (ωB97M-V with the def2-TZVPD basis set).

The energy above the lowest of the compared OMol25 structures with the same formula, charge and spin is 5.601 eV. As for the largest force on an atom: 0.69 eV/Å. For the energy, the calculation gives -6782.912 eV. As for the total charge: 0. The calculation puts the HOMO energy (alpha / beta) at -7.92 / -8.18 eV.

```
13
Properties=species:S:1:pos:R:3:forces:R:3:mulliken_charge:R:1
N -0.24782 0.06022 1.74889 0.151 0.242 0.334 -0.581
C -1.26229 -0.04601 -0.40341 -0.435 0.319 -0.022 -0.244
C -0.21311 0.02519 -1.46081 -0.030 -0.067 0.009 -0.724
C 0.58613 -0.32450 -0.22554 0.534 -0.386 0.158 0.169
C -0.62472 -0.81874 0.79470 -0.275 -0.380 -0.502 -0.144
C 0.80456 0.66478 0.92076 0.196 0.195 -0.104 -0.534
H -1.60015 0.93638 -0.05645 -0.018 -0.156 -0.028 0.188
H 0.70039 1.72614 0.65613 -0.011 -0.141 0.057 0.268
H -0.97206 -1.83168 1.02084 0.067 0.209 -0.053 0.378
H -0.18929 -0.77083 -2.20851 0.000 0.117 0.135 0.273
H -0.04618 1.00744 -1.90516 -0.054 -0.142 0.074 0.272
H 1.28298 -1.15792 -0.32824 0.019 0.176 -0.021 0.378
H 1.78109 0.52855 1.40654 -0.143 0.013 -0.036 0.301
```
Positions in Å, forces in eV/Å.


Entry from the OMol25 dataset: a structure of composition C36H25Br2F5IrN2O4 (ωB97M-V with the def2-TZVPD basis set).

Its spin multiplicity is 6. The energy above the lowest of the compared OMol25 structures with the same formula, charge and spin is 0.088 eV. As for the largest force on an atom: 0.50 eV/Å. Its expectation value of S² is 8.827. For the energy, the calculation gives -205400.697 eV. As for the total charge: +2. The calculation puts the HOMO energy (alpha / beta) at -12.84 / -13.11 eV.

```
75
Properties=species:S:1:pos:R:3:forces:R:3:mulliken_charge:R:1
Ir 0.78942 0.63688 0.06154 0.427 0.208 0.150 3.441
Br -4.20290 1.69292 -1.51790 -0.016 0.008 -0.003 -0.063
Br -3.00857 6.78054 0.51187 0.005 -0.037 -0.006 -0.086
F 0.57638 -2.20527 -3.83249 -0.030 -0.017 -0.058 -0.259
F -1.27493 2.78089 -4.93223 0.009 -0.006 0.025 -0.272
F -0.74416 -1.70998 -6.18352 0.014 -0.046 -0.003 -0.240
F 0.06993 2.31899 -2.60272 -0.034 0.087 -0.092 -0.356
F -1.64835 0.77585 -6.66656 -0.005 -0.011 -0.004 -0.238
O -1.38233 1.14715 -0.50867 -0.042 0.060 -0.047 -0.508
O 0.90266 -0.23414 -2.04764 -0.352 -0.007 -0.192 -0.366
O 3.65632 -2.13114 3.47757 0.016 0.058 -0.088 -0.518
O 2.87925 0.52942 0.35069 -0.010 -0.274 0.197 -1.440
N 0.40290 2.76447 0.63256 -0.170 -0.012 -0.115 -0.595
N 5.12888 -0.94774 1.67085 0.108 -0.062 -0.126 0.121
C 1.04392 4.87826 1.50910 -0.017 -0.019 0.002 -1.117
C 0.12260 -1.00650 -4.11841 -0.026 -0.040 -0.072 0.171
C -1.01951 0.52971 -5.55187 0.015 -0.054 0.006 0.559
C -0.82642 1.57672 -4.63012 0.058 0.113 0.148 0.134
C 4.40113 -0.12576 2.56787 -0.141 0.104 0.134 -0.382
C 3.64864 -0.78100 3.55227 0.045 0.103 -0.089 0.973
C 4.38375 1.91240 -2.62403 -0.006 0.021 -0.041 -0.718
C 5.62846 1.26440 -2.64316 0.079 -0.055 0.025 -1.043
C 3.47325 1.68217 -1.62518 0.108 -0.075 0.059 -0.704
C 1.30931 3.54206 1.20664 -0.016 0.017 -0.011 0.060
C -0.80511 3.26820 0.32768 0.009 0.056 0.035 0.316
C -0.18587 5.41079 1.20005 0.004 -0.062 -0.029 -0.863
C -2.23196 0.00723 2.47137 -0.003 0.017 0.043 -1.671
C -0.53989 -0.76311 -5.29324 0.076 -0.019 0.156 0.312
C -0.01824 -0.95130 1.72307 -0.050 -0.030 -0.092 -1.022
C -2.02866 -1.70216 0.63944 0.051 0.048 0.050 -0.320
C -1.28161 -2.53861 -0.17457 0.038 0.006 0.007 -0.744
C 5.93753 0.39965 -1.63102 -0.038 0.102 -0.076 -0.775
C 4.51631 1.25232 2.55224 -0.090 -0.077 0.042 0.104
C 3.84599 2.00175 3.50599 -0.002 -0.031 0.026 -0.951
C -1.41764 -0.89297 1.59441 0.080 -0.079 -0.024 1.017
C 5.05117 0.17962 -0.54608 -0.203 0.042 0.080 0.757
C 3.00986 -2.86438 4.51763 -0.034 -0.062 0.025 -0.923
C 3.76023 0.79827 -0.55998 0.040 0.073 -0.174 1.235
C -3.35834 4.16071 -0.41790 -0.025 -0.039 -0.029 -0.354
C 0.74154 -1.80341 0.89014 -0.169 -0.144 0.025 0.235
C 0.10379 -2.58577 -0.06581 0.051 0.044 0.049 -0.693
C 2.97762 -0.02240 4.50536 0.012 -0.081 -0.060 -0.615
C -0.17180 1.33313 -3.45962 -0.099 0.134 -0.109 0.173
C -3.01284 2.84474 -0.67874 -0.081 0.112 0.006 -0.211
C 5.49046 -0.75226 0.42699 0.005 0.029 0.107 -0.527
C -1.15503 4.59809 0.58620 0.077 -0.091 0.017 0.637
C -1.72911 2.32960 -0.30848 0.091 -0.089 0.037 0.156
C 3.07859 1.36232 4.46992 0.038 0.030 -0.033 -0.861
C -2.47148 5.03049 0.19874 -0.014 -0.030 -0.012 0.109
C 0.31922 0.02566 -3.12530 0.162 -0.077 0.122 0.229
H 6.89144 -0.11097 -1.62866 0.046 -0.033 -0.020 0.428
H 1.93626 -2.66408 4.52201 0.026 0.003 0.006 0.320
H 3.18282 -3.91218 4.29084 -0.013 0.029 0.029 0.289
H 6.32502 1.44547 -3.44765 0.023 -0.007 -0.010 0.414
H 2.26378 3.07917 1.42666 0.018 0.006 0.010 0.256
H 0.68283 -3.23411 -0.70873 0.001 -0.011 0.005 0.488
H 4.13156 2.59802 -3.42287 0.004 0.018 -0.019 0.499
H -2.88003 -0.57449 3.12842 0.005 -0.004 0.002 0.461
H -0.40932 6.44495 1.42023 -0.008 0.022 0.007 0.387
H 3.44241 -2.61965 5.48794 -0.009 -0.005 0.012 0.408
H 1.80717 5.48092 1.97890 0.015 0.012 0.006 0.506
H 0.46784 -0.45152 2.55878 -0.011 0.020 -0.006 0.441
H 5.51206 -1.77453 2.11674 -0.017 -0.009 -0.036 0.326
H -2.87927 0.64470 1.86789 -0.040 0.024 -0.004 0.267
H 2.50453 2.16965 -1.63758 -0.020 0.039 0.026 0.380
H -3.10585 -1.67520 0.53643 -0.026 0.008 -0.001 0.525
H 3.95351 3.07712 3.51906 0.011 0.037 0.014 0.596
H -1.78387 -3.16607 -0.89854 -0.006 -0.011 -0.023 0.465
H -1.59885 0.63809 3.09467 -0.005 0.017 0.009 0.356
H 1.80856 -1.88700 1.04818 0.071 0.014 0.004 0.344
H -4.33777 4.51961 -0.70271 -0.005 -0.009 -0.004 0.508
H 2.57322 1.94275 5.22918 -0.019 0.022 0.020 0.450
H 6.27921 -1.42684 0.10792 -0.022 -0.030 -0.012 0.459
H 5.13538 1.72920 1.80414 0.032 0.014 0.000 0.594
H 2.40079 -0.50025 5.28384 0.002 -0.012 -0.006 0.528
```
Positions in Å, forces in eV/Å.


Entry from the OMol25 dataset: a structure of composition C6H14NiO4 in a non-equilibrium geometry (ωB97M-V with the def2-TZVPD basis set).

Its spin multiplicity is 3. The energy above the lowest of the compared OMol25 structures with the same formula, charge and spin is 1.653 eV. As for the largest force on an atom: 3.90 eV/Å. Its expectation value of S² is 2.015. For the energy, the calculation gives -55676.975 eV. As for the total charge: 0. The calculation puts the HOMO energy (alpha / beta) at -7.59 / -7.66 eV.

```
25
Properties=species:S:1:pos:R:3:forces:R:3:mulliken_charge:R:1
Ni -0.86280 0.61677 0.85799 -2.087 -0.840 -0.220 0.396
O 0.27148 -2.01931 1.62172 -1.980 0.549 -3.307 -0.504
O -1.50965 0.70845 -1.17337 0.025 0.256 0.059 -0.361
O -2.74128 0.64251 1.38590 1.353 -0.264 -0.472 -0.761
O 0.87379 1.14846 0.02680 0.387 -0.339 -0.059 -0.155
C -3.18351 -0.12876 0.29025 -0.085 -0.162 0.156 -0.117
C -2.00666 -0.56612 -0.57642 -0.356 1.163 0.315 -0.540
C 2.10514 1.50876 0.63577 0.254 -0.077 -0.171 -0.773
C 1.65089 -2.26644 1.62859 0.682 -0.268 -0.430 -0.479
C 0.74500 1.49617 -1.35574 0.058 0.286 -0.208 -0.305
C -0.32939 0.60206 -1.93522 0.087 -0.381 -0.232 -0.601
H -0.51544 0.88024 -2.98321 -0.005 -0.055 0.222 0.374
H 2.24556 -1.35024 1.79765 -0.206 -0.172 -0.045 0.111
H -2.33810 -1.22252 -1.39697 0.548 -0.173 0.264 0.374
H 2.10178 1.07217 1.64013 -0.048 0.494 -0.131 0.225
H 0.02678 -0.43971 -1.89913 -0.031 0.203 -0.088 0.324
H -0.14691 -1.94638 0.61807 1.493 -0.059 3.605 0.370
H -3.92076 0.45434 -0.30604 0.220 -0.204 0.048 0.262
H 1.69528 1.32932 -1.88342 -0.122 -0.045 0.202 0.366
H 1.99891 -2.71634 0.68110 -0.055 0.098 0.372 0.246
H 0.49828 2.56596 -1.43017 -0.071 -0.224 0.015 0.349
H 1.88353 -2.96620 2.44467 -0.091 0.177 -0.215 0.270
H 2.20805 2.60256 0.60216 0.092 -0.267 0.384 0.308
H -3.69383 -1.05867 0.61653 0.107 0.207 -0.038 0.307
H 2.94388 1.05293 0.09234 -0.171 0.099 -0.024 0.312
```
Positions in Å, forces in eV/Å.


What is the total charge in the fourth record?
0


energy of number 2 (C5H7N)?
-6782.912 eV


Please write out number 4 again, unchanged.
Entry from the OMol25 dataset: a structure of composition C6H14NiO4 in a non-equilibrium geometry (ωB97M-V with the def2-TZVPD basis set).

Its spin multiplicity is 3. The energy above the lowest of the compared OMol25 structures with the same formula, charge and spin is 1.653 eV. As for the largest force on an atom: 3.90 eV/Å. Its expectation value of S² is 2.015. For the energy, the calculation gives -55676.975 eV. As for the total charge: 0. The calculation puts the HOMO energy (alpha / beta) at -7.59 / -7.66 eV.

```
25
Properties=species:S:1:pos:R:3:forces:R:3:mulliken_charge:R:1
Ni -0.86280 0.61677 0.85799 -2.087 -0.840 -0.220 0.396
O 0.27148 -2.01931 1.62172 -1.980 0.549 -3.307 -0.504
O -1.50965 0.70845 -1.17337 0.025 0.256 0.059 -0.361
O -2.74128 0.64251 1.38590 1.353 -0.264 -0.472 -0.761
O 0.87379 1.14846 0.02680 0.387 -0.339 -0.059 -0.155
C -3.18351 -0.12876 0.29025 -0.085 -0.162 0.156 -0.117
C -2.00666 -0.56612 -0.57642 -0.356 1.163 0.315 -0.540
C 2.10514 1.50876 0.63577 0.254 -0.077 -0.171 -0.773
C 1.65089 -2.26644 1.62859 0.682 -0.268 -0.430 -0.479
C 0.74500 1.49617 -1.35574 0.058 0.286 -0.208 -0.305
C -0.32939 0.60206 -1.93522 0.087 -0.381 -0.232 -0.601
H -0.51544 0.88024 -2.98321 -0.005 -0.055 0.222 0.374
H 2.24556 -1.35024 1.79765 -0.206 -0.172 -0.045 0.111
H -2.33810 -1.22252 -1.39697 0.548 -0.173 0.264 0.374
H 2.10178 1.07217 1.64013 -0.048 0.494 -0.131 0.225
H 0.02678 -0.43971 -1.89913 -0.031 0.203 -0.088 0.324
H -0.14691 -1.94638 0.61807 1.493 -0.059 3.605 0.370
H -3.92076 0.45434 -0.30604 0.220 -0.204 0.048 0.262
H 1.69528 1.32932 -1.88342 -0.122 -0.045 0.202 0.366
H 1.99891 -2.71634 0.68110 -0.055 0.098 0.372 0.246
H 0.49828 2.56596 -1.43017 -0.071 -0.224 0.015 0.349
H 1.88353 -2.96620 2.44467 -0.091 0.177 -0.215 0.270
H 2.20805 2.60256 0.60216 0.092 -0.267 0.384 0.308
H -3.69383 -1.05867 0.61653 0.107 0.207 -0.038 0.307
H 2.94388 1.05293 0.09234 -0.171 0.099 -0.024 0.312
```
Positions in Å, forces in eV/Å.